<a>
Density functional theory data (ωB97M-V/def2-TZVPD) for one molecule with the formula C3H4O2S.

```
! RIJCOSX wB97M-V def2-TZVPD def2/J DEFGRID3
* xyz 0 1
H -1.1263 -1.1880 1.3743
H 0.7499 1.0528 -2.0146
C -0.0556 -0.5153 1.1455
S -1.5122 -0.8815 -0.9540
C -0.0965 -0.1563 -0.3456
O 1.9277 1.1410 -0.1451
H 0.2721 2.1138 -0.4319
C 0.6169 1.1394 -0.8391
O 0.5494 -0.1144 2.1088
H 1.6930 1.1062 0.8627
*
```

Calculated values
SMILES	O=CC(=S)CO

Löwdin atomic charge list, values in e, 8 entries: 0.12 0.16 -0.35 0.76 -0.59 -0.15 0.13 -0.22

=====

<b>
Density functional theory data (ωB97M-V/def2-TZVPD) for a 2-piece molecular cluster, C3H4O2S overall.

```
! RIJCOSX wB97M-V def2-TZVPD def2/J DEFGRID3
* xyz 0 1
H -2.4952 -0.1879 -1.2456
O 2.4098 -1.0895 0.8663
H -1.0132 -0.0391 1.6051
O -1.4269 -1.7835 -0.4413
C 1.4120 0.8627 -0.2133
C 1.9377 -0.1941 0.3223
S -1.7499 0.5437 0.7538
H 0.5747 0.9019 -0.7731
C -1.9039 -0.6604 -0.4490
H 2.2551 1.6462 -0.4251
*
```

Calculated values
SMILES	C=C=O.O=CS

Löwdin atomic charge list, values in e, 8 entries: 0.07 0.19 -0.15 -0.04 -0.03 -0.30 0.87 -0.02

=====

<c>
Density functional theory data (ωB97M-V/def2-TZVPD) for one molecule with the formula C3H4O2S.

```
! RIJCOSX wB97M-V def2-TZVPD def2/J DEFGRID3
* xyz 0 1
C 1.3716 0.4517 -0.1874
O -0.8717 1.3706 -0.1592
H -0.0544 0.3271 1.3820
S 2.6472 -0.5510 -0.0331
C -0.1035 0.2461 0.2669
H -1.8131 1.2050 -0.0084
C -0.6662 -1.1387 -0.1250
H 1.4178 1.4095 -0.6883
H -0.0213 -1.9757 -0.3525
O -1.9063 -1.3447 -0.0950
*
```

Calculated values
SMILES	O=C[C@H](O)C=S

Löwdin atomic charge list, values in e, 8 entries: -0.58 -0.04 0.16 0.70 -0.39 0.10 -0.14 0.06

=====

It is <c> that is most stable; the runner-up trails by 0.0086 hartree.

=====

<a>
Density functional theory data (ωB97M-V/def2-TZVPD) for a 2-piece molecular cluster, C5H17N2O overall.

```
! RIJCOSX wB97M-V def2-TZVPD def2/J DEFGRID3
* xyz 1 1
H 0.5322 -1.7838 -1.4221
C -0.2000 0.7832 -1.8350
H -1.9484 0.0459 -0.5940
N 1.3439 -1.1306 1.8596
H 0.8809 0.9868 0.0149
H -1.3569 -1.0613 1.4855
H -0.2566 1.9767 0.5204
H -0.4888 -1.0876 -0.0541
N -1.2632 1.9065 0.0742
C -1.5610 0.9950 -1.1124
H -1.5021 2.8271 -0.1310
H 1.7374 0.1423 -1.4951
C 1.5066 -1.8546 0.6193
C 0.5541 -1.1573 -0.4412
H -2.4054 1.4377 -1.5508
H -0.3736 0.0823 -2.6599
H 1.5170 -1.7233 2.7297
H 2.5531 -1.8428 0.2219
C 0.8004 0.3352 -0.9106
H 2.1601 -0.3587 1.9267
H -0.2879 0.1422 1.8619
H -0.0006 1.6201 -2.3797
H -1.7640 1.6499 0.9929
H 1.0395 -2.8639 0.6712
O -1.2168 -0.0671 1.6077
*
```

Löwdin atomic charge list, values in e, 8 entries: 0.15 -0.20 0.14 -0.07 0.10 0.11 0.18 0.05

=====

<b>
Density functional theory data (ωB97M-V/def2-TZVPD) for a 3-piece molecular cluster, C5H17N2O overall.

```
! RIJCOSX wB97M-V def2-TZVPD def2/J DEFGRID3
* xyz 1 1
N 0.5434 -0.2142 1.5306
H 1.9346 -1.4644 2.5553
C -0.0786 -0.3559 -0.7986
H -2.8436 -0.0635 0.6669
H 2.3488 0.2682 2.5896
H -3.0543 -1.5803 -0.5119
H 0.3026 1.9501 -0.7597
H 0.5171 0.6551 -2.6184
H -0.5166 -1.3217 -0.7235
H -2.3122 0.1889 -0.7837
C 1.1008 -0.4250 0.1804
H 1.4311 -1.4626 0.1403
H 0.7345 3.2850 -0.2423
C 1.5238 -0.4521 2.5526
H -0.7193 -0.4880 -2.8665
H 1.9508 0.2223 -0.0527
O 1.0529 2.5829 -0.8327
H 0.9288 -1.0478 -2.6860
C 0.2006 -0.3415 -2.2943
H -1.6106 -1.3543 0.3251
H 0.2207 0.7450 1.4660
N -0.9496 0.9086 -0.6579
C -2.4600 -0.8251 -0.0114
H 1.1559 -0.4746 3.5825
H -1.4017 1.0646 0.2504
*
```

Löwdin atomic charge list, values in e, 8 entries: -0.09 0.09 -0.42 0.08 0.10 0.10 -0.03 0.09

=====

It is <a> that is most stable; the runner-up trails by 0.2208 hartree.

=====

<a>
Density functional theory data (ωB97M-V/def2-TZVPD) for a 2-piece molecular cluster, C5H17N2O overall.

```
! RIJCOSX wB97M-V def2-TZVPD def2/J DEFGRID3
* xyz 1 1
N -0.9692 0.3148 0.0126
C -0.5914 0.6558 1.4184
H 0.7971 2.0326 2.2747
H 0.5795 2.3068 0.5282
H 2.3371 -1.4161 0.6085
H -0.3560 -0.1454 -2.3245
H -2.5423 1.5543 -0.6544
H -1.4299 0.6779 2.0965
H 3.1640 -0.7809 1.8305
H 0.0378 -1.5004 0.3732
N 1.5524 -0.8376 -1.7155
H -3.0243 0.5873 0.6500
C 0.0527 -0.9907 -1.7764
C -0.5911 -1.0562 -0.3968
H -0.1557 -1.9329 -2.2892
C 0.0821 2.0224 1.4449
O 2.4107 -0.6992 1.2380
C -2.3864 0.5650 -0.2412
H -0.5518 2.8393 1.8026
H -2.8784 -0.0933 -0.9517
H 0.1523 -0.0890 1.6643
H 1.9847 -1.7495 -1.5577
H -1.4891 -1.6701 -0.4931
H 1.8729 -0.1843 -0.9896
H 1.9423 -0.4105 -2.5524
*
```

Löwdin atomic charge list, values in e, 8 entries: -0.21 -0.23 0.07 0.07 0.01 0.14 0.08 0.11

=====

<b>
Density functional theory data (ωB97M-V/def2-TZVPD) for a 2-piece molecular cluster, C5H17N2O overall.

```
! RIJCOSX wB97M-V def2-TZVPD def2/J DEFGRID3
* xyz 1 1
H 1.6856 0.6020 -1.3680
C -1.8137 -0.5704 0.4274
H -1.9812 -3.1073 0.6443
C -1.1736 -2.8212 -0.1401
C -1.7327 0.9763 -0.0727
N -1.0613 -1.4134 -0.5494
H -0.3819 2.4283 -0.6700
H 2.0537 -0.5451 -0.2292
H -1.7201 0.9497 -1.1750
H -1.5587 -0.6450 1.5051
C -0.5190 1.7904 0.1628
H -0.0386 -1.1482 -0.4520
H -0.6783 2.4715 1.0885
H -2.9069 -0.8750 0.5143
H 1.6303 1.7738 0.6405
H 4.3798 1.4361 -0.5986
H 0.5142 0.3428 1.4684
H -2.6305 1.5851 0.3700
H -1.3039 -1.0545 -1.4932
N 1.3392 0.0238 -0.4983
H -1.5615 -3.3528 -1.1220
H -0.2815 -3.3822 0.0912
C 0.8137 0.9233 0.5740
H 4.5973 2.2098 0.5186
O 4.3297 1.4025 0.3635
*
```

Löwdin atomic charge list, values in e, 8 entries: 0.15 -0.15 0.13 -0.04 -0.19 -0.04 0.09 0.03

=====

<c>
Density functional theory data (ωB97M-V/def2-TZVPD) for a 2-piece molecular cluster, C5H17N2O overall.

```
! RIJCOSX wB97M-V def2-TZVPD def2/J DEFGRID3
* xyz 1 1
H -1.4739 1.0062 2.1174
H -1.6456 -2.7525 -2.8351
H -1.4285 -1.0748 -3.4605
H 0.6092 -2.1675 -1.3345
N -0.7411 -0.7769 -0.7125
N 0.2423 0.1018 1.3570
H 1.1450 0.2660 1.7558
H -0.3950 -2.5369 -3.7442
O 2.3541 1.6152 1.9999
H 1.1937 1.0828 -0.2568
C -0.8808 0.7406 -0.7608
H -0.0867 2.1362 0.6618
H -1.6177 -1.2404 -0.7333
C 0.0604 -1.4186 -1.8541
H 2.4075 2.3783 1.3718
H 3.1886 1.6430 2.4582
C -0.8251 -1.8964 -2.9652
H -0.3779 0.2498 3.3826
C 0.1690 1.1792 0.1667
H 0.1594 -0.7377 0.7677
H -1.8612 1.0482 -0.5841
H -0.5019 0.9538 -1.8262
H -1.4610 -0.7971 2.3959
H 0.6076 -0.5632 -2.2968
C -0.8240 0.2135 2.3551
*
```

Löwdin atomic charge list, values in e, 8 entries: 0.07 0.12 0.09 0.10 -0.10 -0.03 0.09 0.07

=====

It is <a> that is most stable; the runner-up trails by 0.0086 hartree.

=====

<a>
Density functional theory data (ωB97M-V/def2-TZVPD) for a 2-piece molecular cluster, C5H9N2O overall.

```
! RIJCOSX wB97M-V def2-TZVPD def2/J DEFGRID3
* xyz 1 1
C -1.0639 -1.3833 0.3325
H 2.6568 -1.1891 -0.6841
C -2.7887 0.3658 -0.0380
H -3.1241 -1.7085 0.0610
C -2.3281 -1.0122 0.1274
H 2.2643 0.9898 0.1838
N 3.0822 -0.5976 0.0276
O 0.0688 -0.6144 0.4167
H -0.8564 -2.4429 0.4471
H 1.1766 2.3169 -0.1487
H 3.6472 -1.1197 0.6984
C 0.1468 0.6685 0.0314
H 3.7603 -0.0048 -0.5182
C -1.9411 1.3674 -0.2244
H -3.9003 0.6092 -0.2558
N 1.2304 1.3192 0.0407
H -2.0306 2.4357 -0.4973
*
```

Löwdin atomic charge list, values in e, 8 entries: -0.08 0.05 -0.13 0.11 -0.06 0.13 0.01 0.04

=====

<b>
Density functional theory data (ωB97M-V/def2-TZVPD) for an isolated ion of composition C5H9N2O and charge +1.

```
! RIJCOSX wB97M-V def2-TZVPD def2/J DEFGRID3
* xyz 1 1
H -0.4024 -2.9020 -1.6416
H -1.4081 1.8429 2.0793
H 0.3771 1.4503 2.4297
H -0.0962 2.8453 1.1726
H 0.9124 -0.1528 -2.3350
H -0.6565 -2.8736 0.0825
N 0.0524 -1.1657 -0.6034
C -0.4850 -0.6210 0.5186
C -0.3823 1.8656 1.6565
O 0.6337 2.2406 -1.2299
H 1.1858 2.7919 -0.5884
C 0.5073 -0.2212 -1.3177
N 0.1981 1.0839 -0.6246
C 0.0043 -2.6550 -0.6954
C -0.3172 0.7435 0.5694
H -1.0867 -1.1571 1.1372
H 0.9632 -3.1157 -0.6097
*
```

Calculated values
SMILES	Cc1c[n+](C)cn1O

Löwdin atomic charge list, values in e, 8 entries: 0.10 0.10 0.13 0.09 0.17 0.08 -0.08 -0.01

=====

It is <b> that is most stable; the runner-up trails by 0.0381 hartree.

=====

<a>
Density functional theory data (ωB97M-V/def2-TZVPD) for a 2-piece molecular cluster, C5H9N2O overall.

```
! RIJCOSX wB97M-V def2-TZVPD def2/J DEFGRID3
* xyz 1 1
H 2.4376 0.0232 -0.9948
H -3.9965 -2.1400 0.6186
N 0.9424 0.4357 0.4907
C -3.3308 -1.3982 0.3655
H 0.8709 1.3848 0.7852
C -0.1515 -0.1665 0.5695
C -2.5447 -0.7350 -0.2493
C 2.1922 -0.1012 0.0721
C -1.6583 0.2810 -0.8182
H 2.2177 -1.2759 0.0794
N -1.9935 1.5834 -0.4474
H -1.2407 0.0994 -1.8096
H -1.7510 2.3753 -0.9810
H 3.0176 0.2353 0.5254
O -2.4880 1.7584 0.6672
H -0.7985 0.3089 1.2305
H -0.0731 -1.1811 0.4735
*
```

Löwdin atomic charge list, values in e, 8 entries: 0.11 0.04 0.00 0.20 0.17 -0.01 -0.11 -0.02

=====

<b>
Density functional theory data (ωB97M-V/def2-TZVPD) for an isolated ion of composition C5H9N2O and charge +1.

```
! RIJCOSX wB97M-V def2-TZVPD def2/J DEFGRID3
* xyz 1 1
H 0.3595 1.6147 2.5978
N 0.9099 0.0230 -1.3172
H 0.6358 2.9460 1.4842
C 1.1491 1.1571 -0.5567
H 1.5069 -0.3158 -2.0576
H -0.8301 -1.9444 -2.1928
N -0.3426 -0.2158 0.4045
H 1.7462 1.9688 -0.8394
C 0.0429 1.9864 1.5721
H -1.8191 -1.2970 1.0084
H 0.2541 -2.8450 -1.2790
O -1.1050 -0.7500 1.3958
C -0.5658 -2.1155 -1.1763
H -1.3355 -2.5393 -0.5197
H -0.9656 2.1623 1.6885
C 0.3268 0.9957 0.5186
C 0.0324 -0.8310 -0.7311
*
```

Calculated values
SMILES	Cc1c[nH+]c(C)n1O

Löwdin atomic charge list, values in e, 8 entries: 0.12 0.14 0.12 0.04 0.18 0.09 -0.03 0.13

=====

It is <b> that is most stable; the runner-up trails by 0.1970 hartree.

=====

<a>
Density functional theory data (ωB97M-V/def2-TZVPD) for C3H3N3 as an isolated structure.

```
! RIJCOSX wB97M-V def2-TZVPD def2/J DEFGRID3
* xyz 0 1
H 0.9969 -0.4388 1.8038
H -0.5418 -1.8807 -0.0186
N 0.1098 1.3954 -0.7394
H -1.2136 1.2834 0.9866
C 0.0181 -0.9779 -0.2365
C 0.4295 -0.1967 0.8989
N 0.4638 0.6326 -1.6674
C -0.3650 0.8275 0.4872
N 0.1023 -0.6449 -1.5146
*
```

Löwdin atomic charge list, values in e, 8 entries: 0.12 0.12 0.04 0.12 -0.18 -0.02 -0.07 -0.13

=====

<b>
Density functional theory data (ωB97M-V/def2-TZVPD) for C3H3N3 as an isolated structure.

```
! RIJCOSX wB97M-V def2-TZVPD def2/J DEFGRID3
* xyz 0 1
C -0.6986 -1.0794 1.1091
H 1.1237 -0.0269 1.2465
N 0.5228 -0.1208 -1.0802
N -0.6758 2.2148 -0.1319
H -0.2041 -0.3324 -1.7652
N -1.4205 -1.9076 1.4769
H 1.3463 0.3058 -1.4958
C -0.2528 1.1566 0.0765
C 0.2446 -0.0828 0.5600
*
```

Löwdin atomic charge list, values in e, 8 entries: -0.16 0.16 0.06 0.14 0.10 0.17 0.09 -0.39

=====

<c>
Density functional theory data (ωB97M-V/def2-TZVPD) for one molecule with the formula C3H3N3.

```
! RIJCOSX wB97M-V def2-TZVPD def2/J DEFGRID3
* xyz 0 1
N 0.0443 -0.2613 -2.5062
C 0.6372 -1.1562 0.5581
H -0.8992 0.7341 1.4549
H 1.3044 0.7244 0.2182
N -0.7025 0.8593 0.4738
H -1.5533 0.8559 -0.0588
N 0.6434 -2.0231 1.3041
C 0.4069 0.2786 -0.0450
C 0.1188 -0.0117 -1.3993
*
```

Calculated values
SMILES	N#CC(N)C#N

Löwdin atomic charge list, values in e, 8 entries: 0.20 -0.14 0.11 0.13 0.06 0.10 0.15 -0.39

=====

It is <c> that is most stable; the runner-up trails by 0.0598 hartree.

=====

<a>
Density functional theory data (ωB97M-V/def2-TZVPD) for one molecule with the formula C3H3N3.

```
! RIJCOSX wB97M-V def2-TZVPD def2/J DEFGRID3
* xyz 0 1
C 0.1207 1.1690 -0.3065
H 1.4703 0.4973 -1.9017
H -1.5470 -1.6086 -0.5788
C -0.0298 0.6080 0.9683
H 0.0814 1.1046 1.8378
N -1.0442 -0.8184 -0.2718
N -0.7255 -0.4957 0.9456
N 0.6689 0.6773 -1.3630
C -0.7587 0.4708 -1.3177
*
```

Calculated values
SMILES	c1n[nH]c2c1N2

Löwdin atomic charge list, values in e, 8 entries: -0.15 0.12 0.09 -0.15 0.06 0.00 0.03 0.09

=====

<b>
Density functional theory data (ωB97M-V/def2-TZVPD) for one molecule with the formula C3H3N3.

```
! RIJCOSX wB97M-V def2-TZVPD def2/J DEFGRID3
* xyz 0 1
H -1.7219 -0.9931 -0.9299
N 1.3361 0.6829 0.6616
C -0.8891 0.8098 0.0563
N 0.2529 -1.1782 -0.3952
C 1.2816 -0.5499 0.1816
H 2.2044 -1.1146 0.3028
C -0.8600 -0.4646 -0.4798
N 0.1925 1.3767 0.5618
H -1.7966 1.4311 0.0408
*
```

Calculated values
SMILES	c1cnncn1

Löwdin atomic charge list, values in e, 8 entries: 0.12 0.04 -0.14 0.08 -0.22 0.10 -0.12 0.02

=====

<c>
Density functional theory data (ωB97M-V/def2-TZVPD) for a 2-piece molecular cluster, C3H3N3 overall.

```
! RIJCOSX wB97M-V def2-TZVPD def2/J DEFGRID3
* xyz 0 1
N -0.3380 1.4550 0.4684
C 0.0400 -0.7979 -0.7382
H 1.3617 -0.7728 1.8663
N -0.1350 0.9706 1.4385
N 0.4162 -1.0788 1.6239
H -1.4378 0.4503 -1.6526
C 0.1508 -1.3197 0.4452
C -0.3527 0.2947 -1.3930
H 0.2947 0.7985 -2.0585
*
```

Calculated values
SMILES	C=C=C=N.N#N

Löwdin atomic charge list, values in e, 8 entries: 0.07 -0.12 0.08 0.06 0.06 0.09 -0.22 -0.07

=====

<d>
Density functional theory data (ωB97M-V/def2-TZVPD) for C3H3N3 as an isolated structure.

```
! RIJCOSX wB97M-V def2-TZVPD def2/J DEFGRID3
* xyz 0 1
N -2.1048 0.1560 0.1058
N -0.0713 1.4245 -0.0519
C 0.9541 -0.7321 0.0496
H -2.6206 -0.6714 -0.1723
N -0.2185 -1.0802 -0.1947
C 1.0324 0.7212 -0.1661
C -0.9226 0.2712 -0.1542
H 2.0055 1.1575 0.2097
H 1.9457 -1.2466 0.3741
*
```

Löwdin atomic charge list, values in e, 8 entries: 0.20 0.16 -0.18 0.08 0.12 -0.15 -0.49 0.12

=====

It is <b> that is most stable; the runner-up trails by 0.0564 hartree.